Record 1
Below is a 2-piece molecular cluster, F2H2O2Si overall at a distorted geometry, with properties calculated with ωB97M-V with the def2-TZVPD basis set.

CARTESIAN COORDINATES (ANGSTROEM)
O: -1.507 1.439 0.243
O: 0.288 -1.602 0.001
F: 1.076 0.443 -1.338
F: 1.632 0.392 1.144
Si: 0.572 -0.048 0.071
H: -1.775 1.505 -0.671
H: -0.286 -2.129 0.551

E_tot   -641.0077 hartree
Kohn-Sham gap   0.3416 Eh
ΔE to the lowest compared entry with this formula, charge and spin   93.05 kcal/mol
Spin multiplicity   1

***

Record 2
Below is a 2-piece molecular cluster, F2H2O2Si overall at a distorted geometry, with properties calculated with ωB97M-V with the def2-TZVPD basis set.

CARTESIAN COORDINATES (ANGSTROEM)
O: 1.603 0.505 0.141
O: -0.909 -0.508 0.871
F: -3.589 -0.449 -0.185
F: 1.133 -1.973 -0.148
Si: 0.502 -0.610 0.376
H: 2.443 0.327 -0.286
H: -2.782 -0.478 0.303

E_tot   -641.0344 hartree
Kohn-Sham gap   0.4176 Eh
SMILES   O=[Si](O)F.F
ΔE to the lowest compared entry with this formula, charge and spin   76.32 kcal/mol
Spin multiplicity   1

***

Record 3
Below is a 2-piece molecular cluster, F2H2S2Si overall at a distorted geometry, with properties calculated with ωB97M-V with the def2-TZVPD basis set.

CARTESIAN COORDINATES (ANGSTROEM)
F: 1.245 1.265 1.376
F: -1.381 -0.809 -2.382
Si: -0.911 -0.308 -0.922
S: -1.616 1.026 0.431
S: 0.998 -1.295 -0.699
H: 0.400 0.859 1.571
H: 1.265 -0.738 0.624

E_tot   -1286.8914 hartree
Kohn-Sham gap   0.3450 Eh
SMILES   F[Si](=S)S.F
ΔE to the lowest compared entry with this formula, charge and spin   56.66 kcal/mol
Spin multiplicity   1

***

Record 4
Below is an isolated ion of composition F2HN6 and charge +1 at a distorted geometry, with properties calculated with ωB97M-V with the def2-TZVPD basis set.

CARTESIAN COORDINATES (ANGSTROEM)
N: 0.517 -1.094 -1.439
N: 0.995 -0.083 -0.881
N: -0.873 -0.532 0.108
N: -0.626 -1.375 -0.834
N: 0.132 0.272 0.053
N: 0.557 1.171 1.360
F: -0.606 1.572 1.848
F: 1.131 2.235 0.854
H: -1.227 -2.167 -1.070

E_tot   -528.2996 hartree
Kohn-Sham gap   0.4220 Eh
Net charge   +1
SMILES   FN(F)[n+]1nn[nH]n1
ΔE to the lowest compared entry with this formula, charge and spin   0.00 kcal/mol
Spin multiplicity   1

***

Record 5
Below is F2InNO4S2 as an isolated structure at a distorted geometry, with properties calculated with ωB97M-V with the def2-TZVPD basis set.

CARTESIAN COORDINATES (ANGSTROEM)
In: 3.849 -3.879 3.688
N: 0.559 0.939 -0.420
S: -0.526 0.792 -1.529
O: -1.683 1.689 -1.454
O: -0.655 -0.554 -2.049
F: 0.353 1.504 -2.642
S: -0.352 -0.052 0.652
O: 0.489 -1.103 1.138
O: -1.799 -0.239 0.641
F: -0.234 0.903 1.974

E_tot   -1540.9301 hartree
Kohn-Sham gap   0.1580 Eh
Net charge   +2
ΔE to the lowest compared entry with this formula, charge and spin   0.66 kcal/mol
Spin multiplicity   1

***

The molecular weight results, record by record, are as follows: 100.096, 100.096, 132.232, 123.046, 294.951 g/mol.